This record from OMol25 describes a structure of composition C70H160F12N10O14S4. The level of theory is ωB97M-V/def2-TZVPD.

```
! RIJCOSX wB97M-V def2-TZVPD def2/J DEFGRID3
* xyz 6 1
C 22.008 9.947 18.251
C 20.478 9.927 18.446
C 19.843 11.351 18.699
C 18.401 11.184 18.934
N 17.752 12.452 19.438
C 17.928 12.578 20.899
C 16.820 13.471 21.463
C 15.668 13.232 20.420
C 16.291 12.401 19.284
C 18.291 13.713 18.682
H 22.420 8.908 18.173
H 22.500 10.440 19.119
H 22.302 10.543 17.352
H 20.145 9.253 19.247
H 20.016 9.615 17.521
H 20.008 11.951 17.800
H 20.321 11.851 19.537
H 18.281 10.421 19.651
H 17.885 10.900 18.037
H 18.913 13.010 21.088
H 17.967 11.534 21.307
H 17.078 14.513 21.483
H 16.496 13.066 22.384
H 15.209 14.151 20.148
H 14.922 12.559 20.821
H 16.018 12.743 18.287
H 15.990 11.363 19.475
H 17.671 14.508 19.065
H 18.005 13.454 17.648
H 19.334 13.920 18.826
C 21.069 17.853 19.359
C 21.994 18.642 20.288
C 21.224 19.775 20.941
C 22.162 20.505 21.907
N 21.482 21.461 22.782
C 22.265 22.002 23.899
C 21.233 22.488 24.964
C 20.060 21.481 24.778
C 20.380 20.745 23.476
C 20.986 22.663 21.995
H 20.749 18.415 18.490
H 20.105 17.460 19.821
H 21.556 17.028 18.798
H 22.811 19.090 19.649
H 22.518 18.067 21.043
H 20.421 19.247 21.477
H 20.865 20.408 20.154
H 22.946 21.021 21.373
H 22.612 19.758 22.533
H 23.101 22.693 23.657
H 22.850 21.131 24.297
H 20.908 23.522 24.815
H 21.705 22.405 25.935
H 19.150 22.102 24.578
H 19.792 20.895 25.656
H 19.495 20.802 22.800
H 20.823 19.759 23.623
H 21.863 23.139 21.589
H 20.466 23.287 22.718
H 20.300 22.380 21.191
C 10.969 23.198 23.205
C 10.730 22.371 21.934
N 10.498 23.140 20.667
C 9.462 24.215 20.789
C 11.871 23.771 20.301
C 11.810 24.756 19.193
C 10.052 22.213 19.582
C 10.871 20.908 19.376
O 10.330 19.897 20.292
C 11.036 18.716 20.092
H 11.154 22.510 23.991
H 10.061 23.746 23.530
H 11.860 23.869 23.166
H 9.916 21.710 22.146
H 11.591 21.769 21.725
H 9.182 24.569 19.814
H 9.822 24.964 21.467
H 8.521 23.841 21.225
H 12.561 22.954 20.044
H 12.174 24.200 21.246
H 11.371 24.383 18.262
H 12.873 25.011 19.018
H 11.280 25.632 19.496
H 9.966 22.701 18.592
H 9.037 21.947 19.840
H 11.951 21.167 19.493
H 10.721 20.576 18.274
H 10.641 17.885 20.624
H 12.089 18.765 20.305
H 10.979 18.377 19.068
C 7.154 16.762 22.283
C 8.401 16.184 22.843
N 8.620 15.952 24.339
C 9.964 15.312 24.573
C 8.578 17.342 24.996
C 9.722 18.224 24.611
C 7.480 15.081 24.867
C 7.174 15.080 26.395
O 8.450 15.000 27.111
C 8.401 14.533 28.472
H 6.265 16.163 22.319
H 7.451 16.928 21.264
H 6.898 17.728 22.705
H 9.206 16.849 22.635
H 8.679 15.284 22.323
H 9.769 14.246 24.215
H 10.136 15.362 25.631
H 10.657 15.824 23.933
H 8.654 17.091 26.090
H 7.564 17.700 24.874
H 9.495 18.701 23.658
H 10.737 17.816 24.590
H 9.694 18.991 25.385
H 7.573 14.031 24.517
H 6.534 15.344 24.385
H 6.426 14.289 26.601
H 6.751 15.969 26.873
H 7.513 14.824 29.009
H 9.168 15.086 29.057
H 8.667 13.466 28.461
C 11.787 28.492 28.624
C 12.838 28.477 27.578
N 13.130 29.886 26.953
C 13.145 30.845 28.131
C 14.532 29.908 26.386
C 14.751 29.055 25.129
C 12.148 30.225 25.883
C 12.293 31.564 25.152
O 12.149 32.554 26.122
C 11.792 33.833 25.671
H 10.932 29.041 28.216
H 12.049 28.909 29.593
H 11.460 27.518 28.912
H 12.613 27.811 26.734
H 13.820 28.176 28.059
H 13.780 30.367 28.883
H 12.094 31.014 28.483
H 13.602 31.789 27.851
H 15.234 29.618 27.129
H 14.774 30.959 26.269
H 15.783 29.298 24.812
H 14.129 29.264 24.259
H 14.652 27.992 25.271
H 11.134 30.140 26.278
H 12.256 29.446 25.128
H 11.451 31.567 24.446
H 13.211 31.716 24.559
H 12.674 34.365 25.292
H 11.489 34.512 26.499
H 10.993 33.771 24.925
C 19.642 24.452 31.593
C 19.608 22.914 31.177
N 18.468 22.197 31.854
C 18.751 20.758 31.673
C 18.381 22.551 33.386
C 19.641 22.045 34.158
C 17.176 22.709 31.241
C 16.765 21.989 29.952
O 16.213 20.745 30.300
C 15.867 19.949 29.269
H 20.520 24.898 31.118
H 19.736 24.551 32.668
H 18.795 25.049 31.244
H 20.530 22.398 31.416
H 19.451 22.904 30.154
H 17.950 20.199 32.131
H 19.696 20.488 32.124
H 18.810 20.505 30.622
H 17.535 21.988 33.782
H 18.189 23.644 33.476
H 19.600 22.479 35.175
H 20.655 22.330 33.728
H 19.726 20.986 34.165
H 17.332 23.740 30.913
H 16.429 22.654 31.993
H 17.651 21.950 29.322
H 16.045 22.612 29.489
H 15.313 19.055 29.606
H 16.649 19.467 28.647
H 15.295 20.549 28.540
C 16.986 20.264 17.103
C 17.839 20.114 15.860
N 17.396 21.028 14.639
C 17.055 22.428 15.133
C 18.582 21.005 13.671
C 19.759 21.939 14.029
C 16.209 20.306 13.958
C 15.398 21.273 13.129
O 16.253 21.967 12.172
C 15.567 22.659 11.144
H 16.976 21.221 17.527
H 17.436 19.607 17.831
H 15.917 19.998 17.108
H 18.117 19.103 15.542
H 18.818 20.571 16.136
H 17.929 22.759 15.673
H 16.316 22.329 15.901
H 16.747 22.984 14.243
H 18.175 21.334 12.728
H 18.852 19.959 13.639
H 20.370 21.662 14.916
H 19.443 22.958 14.203
H 20.360 21.914 13.112
H 15.532 19.831 14.691
H 16.648 19.532 13.383
H 14.819 22.008 13.754
H 14.694 20.622 12.582
H 14.927 23.461 11.511
H 14.944 21.941 10.557
H 16.328 23.074 10.443
C 21.339 29.981 20.865
C 20.147 29.219 20.384
N 19.686 29.507 18.964
C 19.324 30.994 18.850
C 20.836 29.184 17.987
C 21.403 27.766 17.957
C 18.476 28.720 18.609
C 17.141 29.388 18.910
O 16.997 29.696 20.293
C 15.657 29.952 20.639
H 21.598 29.620 21.883
H 21.236 31.066 20.843
H 22.225 29.772 20.289
H 19.250 29.414 20.977
H 20.413 28.200 20.486
H 18.853 31.131 17.865
H 20.256 31.549 18.938
H 18.620 31.218 19.647
H 21.606 29.896 18.276
H 20.470 29.525 17.017
H 22.109 27.653 17.133
H 20.651 26.989 17.803
H 21.945 27.543 18.867
H 18.491 27.759 19.097
H 18.551 28.600 17.521
H 16.454 28.575 18.710
H 16.848 30.219 18.281
H 15.487 30.098 21.663
H 15.048 29.084 20.312
H 15.379 30.798 20.024
C 16.571 24.907 21.811
F 17.387 24.482 22.767
F 15.466 25.074 22.522
F 16.992 26.059 21.382
S 16.367 23.748 20.311
O 15.208 24.261 19.590
O 17.615 23.903 19.629
N 16.206 22.313 20.847
S 14.841 21.542 21.049
O 13.839 21.993 21.999
O 14.226 21.044 19.860
C 15.763 20.178 21.926
F 14.847 19.418 22.596
F 16.427 19.487 20.990
F 16.532 20.708 22.830
C 18.561 25.038 26.079
F 19.839 25.111 26.199
F 18.224 25.952 25.186
F 18.177 23.840 25.677
S 17.746 25.384 27.627
O 16.292 25.136 27.334
O 18.286 24.424 28.551
N 18.330 26.780 27.791
S 17.881 28.057 28.580
O 16.447 28.157 28.618
O 18.534 28.195 29.849
C 18.481 29.362 27.380
F 17.584 30.397 27.465
F 19.634 29.989 27.682
F 18.648 28.985 26.099
*
```

HOMO level (eV): -17.30

***

This record from OMol25 describes a structure of composition C52H50F4GeN2PRe. The level of theory is ωB97M-V/def2-TZVPD.

```
! RIJCOSX wB97M-V def2-TZVPD def2/J DEFGRID3
* xyz 2 1
Re -0.661 0.195 0.351
C 3.293 -0.931 -2.688
C 2.259 -1.923 -2.181
N 2.205 -1.988 -0.722
C 3.492 -2.373 -0.105
C 4.177 -1.279 0.698
C 1.149 -2.822 -0.190
C -0.223 -2.661 -0.825
N -0.694 -1.270 -1.009
C -1.476 -1.028 -2.157
C -1.615 0.296 -2.571
F -1.022 1.226 -1.750
C -2.285 0.706 -3.691
F -2.326 1.995 -4.010
C -2.906 -0.252 -4.477
C -2.825 -1.572 -4.089
F -3.431 -2.511 -4.801
C -2.130 -1.975 -2.951
F -2.139 -3.270 -2.636
H 3.270 -0.898 -3.777
H 4.306 -1.203 -2.397
H 3.090 0.074 -2.315
H 2.446 -2.914 -2.626
H 1.279 -1.605 -2.546
H 4.166 -2.729 -0.887
H 3.320 -3.236 0.545
H 4.593 -0.504 0.052
H 4.996 -1.696 1.285
H 3.475 -0.816 1.393
H 1.099 -2.660 0.882
H 1.363 -3.898 -0.317
H -0.956 -3.218 -0.235
H -0.200 -3.113 -1.814
H -3.445 0.029 -5.372
C -0.308 1.752 4.313
C -1.684 2.343 4.177
C -2.373 2.679 5.338
C -3.637 3.245 5.298
C -4.253 3.488 4.079
C -3.590 3.163 2.908
C -2.313 2.593 2.950
P -1.460 2.315 1.378
C -2.530 2.956 0.074
C -2.325 4.191 -0.527
C -3.155 4.601 -1.564
C -4.174 3.771 -2.001
C -4.360 2.521 -1.420
C -3.541 2.098 -0.386
C -3.733 0.737 0.232
C 0.089 3.207 1.475
C 0.180 4.454 2.094
C 1.420 5.046 2.250
C 2.562 4.377 1.818
C 2.468 3.133 1.214
C 1.225 2.536 1.021
C 1.155 1.223 0.269
H -0.286 1.026 5.126
H 0.423 2.531 4.546
H 0.039 1.251 3.409
H -1.899 2.493 6.293
H -4.141 3.499 6.221
H -5.237 3.933 4.037
H -4.067 3.370 1.959
H -1.526 4.839 -0.188
H -3.001 5.566 -2.026
H -4.821 4.088 -2.807
H -5.155 1.874 -1.773
H -4.477 0.144 -0.297
H -4.011 0.780 1.286
H -2.801 0.107 0.204
H -0.711 4.945 2.469
H 1.502 6.016 2.720
H 3.534 4.829 1.960
H 3.365 2.624 0.884
H 1.982 0.564 0.500
H 1.192 1.424 -0.811
C -0.544 -0.698 1.828
Ge -0.827 -1.933 3.420
C -2.613 -1.543 4.035
C -3.220 -0.306 3.834
C -4.461 -0.018 4.386
C -5.107 -0.974 5.156
C -4.516 -2.213 5.365
C -3.278 -2.500 4.807
C 0.543 -1.630 4.727
C 1.778 -1.064 4.415
C 2.761 -0.935 5.386
C 2.512 -1.374 6.679
C 1.284 -1.937 7.000
C 0.300 -2.065 6.029
C -0.785 -3.752 2.792
C 0.352 -4.538 2.991
C 0.352 -5.876 2.626
C -0.784 -6.441 2.059
C -1.923 -5.671 1.862
C -1.926 -4.333 2.234
H -2.711 0.452 3.252
H -4.917 0.951 4.226
H -6.071 -0.755 5.595
H -5.021 -2.958 5.964
H -2.842 -3.480 4.964
H 1.982 -0.712 3.410
H 3.717 -0.494 5.138
H 3.276 -1.279 7.439
H 1.091 -2.276 8.009
H -0.657 -2.497 6.299
H 1.238 -4.108 3.446
H 1.232 -6.483 2.794
H -0.786 -7.488 1.786
H -2.811 -6.117 1.435
H -2.828 -3.745 2.101
*
```

HOMO level (spin up / spin down) (eV): -13.20 / -13.20

***

Largest force on an atom for every record listed, in sequence, given in eV/A: 4.14; 1.81.